# C48H46F21O27Zr

C48H46F21O27Zr as an isolated structure (the ωB97M-V functional and the def2-TZVPD basis, the Open Molecules 2025 dataset).

## Properties
E_LUMO	4.559	eV
energy above the lowest of the compared OMol25 structures with the same formula, charge and spin	4.604	eV
multiplicity	1
frontier orbital gap	3.434	eV
HOMO energy	1.12	eV
charge	-3

Last column: Mulliken charge in e.
Element x y z (Å)
Zr  21.264  6.426  5.391  1.20
C  24.503  5.193  7.678  0.59
C  25.799  4.579  7.915  -0.12
C  27.034  5.086  7.155  0.81
O  27.923  4.222  6.952  -0.77
C  26.913  6.410  6.583  -1.03
C  25.708  7.048  6.463  0.16
C  24.452  6.365  6.984  -0.40
O  23.251  6.705  6.751  0.01
O  25.699  8.114  5.681  -0.91
O  25.959  3.424  8.277  -0.65
H  23.597  4.813  8.126  0.35
H  27.787  6.939  6.233  0.36
C  22.699  2.491  6.675  -1.09
C  22.187  3.697  5.954  0.64
C  23.061  4.163  4.736  1.16
O  22.780  5.296  4.350  -0.82
C  24.409  3.539  4.599  0.20
C  24.822  2.530  5.322  -0.17
C  23.950  1.978  6.412  -0.32
O  24.487  1.178  7.297  -0.79
O  26.165  2.457  5.374  -0.79
O  21.330  4.503  6.300  0.18
H  22.169  2.182  7.563  0.49
H  25.114  3.938  3.885  0.34
C  16.880  6.157  5.621  -0.88
C  18.295  6.235  5.223  1.16
C  18.821  5.255  4.077  2.02
O  20.070  5.264  4.008  -0.37
C  17.899  4.513  3.328  -1.27
C  16.608  4.565  3.703  -0.04
C  16.045  5.424  4.859  0.26
O  14.774  5.475  5.139  -0.90
O  15.896  3.747  2.995  -0.83
O  19.211  6.828  5.874  -0.76
H  16.527  6.663  6.508  0.37
H  18.344  3.857  2.594  0.71
C  20.809  9.654  2.135  -1.29
C  21.180  8.238  2.468  0.29
O  21.333  7.939  3.805  -0.58
H  19.951  9.950  2.738  -0.06
H  20.559  9.850  1.092  0.43
H  21.590  10.345  2.453  0.33
H  22.246  8.197  2.242  -0.19
H  20.476  7.525  2.040  0.08
C  26.624  2.678  1.215  -1.12
C  25.168  2.207  1.070  -0.09
O  24.332  3.297  0.686  -0.26
C  22.952  3.403  1.137  0.38
O  22.473  2.878  2.147  -0.22
C  21.966  4.279  0.214  0.40
F  22.696  5.086  -0.527  -0.24
F  21.210  3.492  -0.529  -0.26
F  21.173  5.075  1.016  -0.08
H  26.691  3.141  2.199  0.14
H  26.745  3.415  0.421  0.25
H  27.417  1.930  1.181  0.44
H  24.921  1.693  2.000  0.15
H  25.018  1.452  0.299  0.50
C  13.556  10.667  5.070  -1.24
C  15.049  10.162  5.029  0.25
O  15.318  9.709  3.719  -0.27
C  16.519  9.146  3.328  0.12
O  17.556  9.357  3.975  -0.22
C  16.444  8.493  1.954  0.74
F  15.258  8.026  1.751  -0.24
F  16.815  9.334  1.032  -0.27
F  17.372  7.491  1.931  -0.10
H  13.557  11.646  5.548  0.34
H  12.995  9.869  5.557  0.35
H  13.154  10.753  4.060  0.29
H  15.115  9.373  5.778  0.12
H  15.748  10.943  5.327  0.09
C  14.956  2.482  8.177  -1.68
C  16.297  2.848  7.617  0.99
O  17.158  1.688  7.898  -0.41
C  18.581  1.775  7.810  0.13
O  19.128  2.827  7.519  0.05
C  19.384  0.509  7.994  0.67
F  18.550  -0.452  8.371  -0.30
F  19.941  0.143  6.810  -0.16
F  20.311  0.726  8.881  -0.21
H  15.070  1.993  9.145  0.35
H  14.301  1.938  7.497  0.40
H  14.301  3.353  8.166  0.44
H  16.510  3.672  8.298  -0.46
H  16.278  3.227  6.595  0.08
C  19.075  11.949  5.154  -1.73
C  19.626  10.637  5.541  1.18
O  20.393  10.760  6.691  -0.46
C  21.125  9.751  7.180  -0.03
O  21.214  8.657  6.606  -0.32
C  21.916  10.013  8.484  0.74
F  21.641  9.059  9.411  -0.23
F  23.191  10.077  8.250  -0.21
F  21.505  11.168  9.014  -0.31
H  18.450  11.855  4.266  0.35
H  19.805  12.729  4.937  0.39
H  18.347  12.379  5.842  0.40
H  20.272  10.284  4.737  -0.19
H  18.854  9.916  5.810  -0.08
C  16.841  5.792  9.972  -1.73
C  18.088  5.939  9.137  1.58
O  19.235  5.955  9.967  -0.48
C  20.481  6.158  9.367  -0.27
O  20.717  6.215  8.145  0.61
C  21.620  5.978  10.397  0.92
F  21.622  4.731  10.881  -0.25
F  22.785  6.453  9.955  -0.14
F  21.210  6.737  11.487  -0.35
H  16.770  4.930  10.635  0.29
H  16.153  5.776  9.127  0.44
H  16.718  6.732  10.511  0.45
H  18.089  6.843  8.527  -0.15
H  18.115  5.034  8.530  -0.41
C  19.614  1.798  3.969  0.18
C  19.241  0.341  3.527  -0.95
O  20.249  -0.255  2.717  -0.26
C  20.418  0.099  1.459  0.51
O  19.684  0.911  0.796  -0.62
C  21.496  -0.596  0.736  0.79
F  21.227  -0.987  -0.511  -0.27
F  22.588  0.229  0.655  -0.18
F  21.883  -1.624  1.427  -0.27
H  19.571  2.355  3.033  0.03
H  20.554  1.940  4.502  0.24
H  18.718  2.204  4.437  0.00
H  18.234  0.439  3.121  0.43
H  18.966  -0.288  4.373  0.37
C  27.029  10.001  -0.215  -1.12
C  25.532  9.741  0.282  -0.32
O  25.447  8.377  0.728  -0.15
C  25.746  8.083  2.068  -0.15
O  25.925  8.927  2.917  -0.51
C  25.717  6.561  2.334  1.25
F  26.467  6.192  3.336  -0.18
F  24.498  6.218  2.658  -0.14
F  26.156  5.886  1.258  -0.28
H  27.168  11.042  -0.506  0.37
H  27.311  9.333  -1.029  0.30
H  27.775  9.831  0.562  0.31
H  24.851  9.788  -0.568  0.29
H  25.147  10.416  1.047  0.33